Entry 1:
{"formula": "C4H38N2O13", "method": "ωB97M-V with the def2-TZVPD basis set", "symbols": ["N", "C", "C", "C", "N", "C", "H", "H", "H", "H", "H", "H", "H", "H", "H", "H", "H", "H", "H", "H", "O", "H", "H", "O", "H", "H", "O", "H", "H", "O", "H", "H", "O", "H", "H", "O", "H", "H", "O", "H", "H", "O", "H", "H", "O", "H", "H", "O", "H", "H", "O", "H", "H", "O", "H", "H", "O"], "positions_angstrom": [[2.395, 0.797, -1.178], [1.576, -0.450, -1.424], [2.109, -1.048, -2.736], [0.125, -0.077, -1.436], [-0.691, -0.892, -0.555], [-2.143, -0.802, -0.778], [2.104, 1.597, -1.705], [3.346, 0.564, -1.331], [1.831, -1.100, -0.592], [2.759, -1.935, -2.597], [2.735, -0.336, -3.335], [1.341, -1.537, -3.394], [-0.274, -0.165, -2.527], [0.078, 0.994, -1.243], [-0.413, -1.904, -0.455], [-2.397, 0.245, -0.517], [-2.489, -1.001, -1.790], [-2.590, -1.583, -0.146], [1.663, 3.358, 2.027], [2.446, 4.599, 2.064], [1.516, 4.343, 2.093], [-0.160, 0.558, 2.702], [-0.867, 1.827, 1.871], [-0.141, 1.493, 2.429], [-1.686, -3.656, 0.947], [-1.485, -4.848, 0.047], [-0.995, -4.251, 0.633], [2.516, -0.662, 1.179], [2.429, -0.518, 2.594], [2.012, -1.100, 1.878], [0.355, 2.555, -3.715], [0.539, 1.402, -4.544], [-0.144, 1.763, -3.970], [-0.751, -3.779, -3.328], [0.320, -4.108, -2.213], [0.174, -3.913, -3.128], [-3.608, 1.902, 2.114], [-4.441, 0.514, 2.090], [-4.381, 1.416, 2.388], [-0.809, -0.742, 1.278], [0.235, -1.056, 2.417], [-0.698, -1.120, 2.154], [0.783, -3.886, 0.152], [1.995, -2.988, 0.056], [1.235, -3.301, -0.457], [0.113, 5.258, -0.071], [-0.058, 4.952, 1.451], [-0.474, 5.384, 0.689], [-3.438, -1.990, 2.111], [-1.859, -2.379, 2.286], [-2.744, -2.628, 1.962], [1.422, 1.698, 2.124], [2.336, 1.710, 0.956], [2.367, 1.950, 1.936], [-1.272, 2.609, 0.253], [-1.849, 3.549, 1.381], [-1.997, 2.720, 0.902]], "mulliken_charge": [-0.6234, 2.3140, -1.6554, -0.6294, 0.6186, -0.6166, 0.2020, 0.2386, -1.4679, 0.3400, 0.4279, 0.3534, 0.2517, 0.0735, 0.2038, 0.3022, 0.3677, 0.2632, 0.3886, 0.2899, -0.7014, 0.3761, 0.3193, -0.6441, 0.3138, 0.3378, -0.6307, 0.2892, 0.3412, -0.6326, 0.3148, 0.3252, -0.6170, 0.2887, 0.2924, -0.5847, 0.3345, 0.2724, -0.6150, 0.4901, 0.2957, -0.7502, 0.2855, 0.2026, -0.5043, 0.2844, 0.3384, -0.6200, 0.2759, 0.3582, -0.7260, 0.5609, 0.3892, -0.8034, 0.2069, 0.2971, -0.6035], "homo_ha": [-0.4926, -0.4926], "s2": 0.755, "orbital_gap_ha": [0.380, 0.191], "total_charge": 1, "energy_ha": -1262.4557, "multiplicity": 2}

Entry 2:
{"formula": "C2H4N3PS", "method": "ωB97M-V with the def2-TZVPD basis set", "symbols": ["C", "N", "N", "P", "N", "C", "S", "H", "H", "H", "H"], "positions_angstrom": [[-0.207, 0.442, 0.145], [1.165, 0.001, -0.024], [1.385, -1.353, -0.083], [3.058, -1.711, 0.085], [3.478, -0.145, -0.047], [2.403, 0.693, -0.001], [2.441, 2.332, -0.087], [-0.349, 1.436, 0.666], [-0.708, 0.501, -0.842], [-0.646, -0.344, 0.796], [0.627, -2.011, 0.235]], "mulliken_charge": [-0.7227, 0.2030, -0.3231, 0.1560, -0.3618, 0.3029, -0.4007, 0.2923, 0.2715, 0.2789, 0.3037], "homo_ha": -0.2902, "smiles": "Cn1[nH]pnc1=S", "orbital_gap_ha": 0.263, "energy_ha": -982.3814}

Entry 3:
{"formula": "C6H9Cl2CoO3PYb", "method": "ωB97M-V with the def2-TZVPD basis set", "symbols": ["Yb", "Co", "Cl", "Cl", "C", "C", "C", "O", "O", "O", "C", "P", "C", "C", "H", "H", "H", "H", "H", "H", "H", "H", "H"], "positions_angstrom": [[1.623, 3.523, -0.712], [0.257, 1.236, -1.064], [2.459, 1.784, -2.486], [-0.913, 3.124, -0.830], [0.082, 0.738, 0.692], [2.473, 6.054, -1.529], [0.974, 6.292, 0.550], [0.298, 0.459, 1.801], [2.861, 7.131, -1.441], [0.857, 7.363, 0.917], [-0.462, -1.015, -3.369], [-0.139, -1.084, -1.664], [-1.464, -1.460, -0.591], [0.939, -2.348, -1.111], [-1.378, -0.392, -3.501], [-0.668, -2.061, -3.580], [0.493, -0.777, -3.846], [-1.481, -2.550, -0.609], [-1.372, -1.095, 0.416], [-2.340, -0.987, -1.009], [0.336, -3.245, -1.183], [1.751, -2.352, -1.812], [1.321, -2.187, -0.118]], "mulliken_charge": [1.6657, 0.1651, -0.2248, -0.1218, 0.6482, 0.1187, -0.0015, 0.0037, 0.0909, 0.1092, -0.7954, 0.5133, -1.1383, -1.0700, 0.4603, 0.3909, 0.4510, 0.4244, 0.5171, 0.4207, 0.5173, 0.3999, 0.4555], "homo_ha": [-0.9221, -0.9748], "s2": 8.768, "orbital_gap_ha": [0.290, 0.259], "total_charge": 4, "energy_ha": -4261.0425, "multiplicity": 6}